Formula: C52H31Cl2N10O7SV
Source: the Open Molecules 2025 dataset
Level of theory: ωB97M-V/def2-TZVPD

## Properties
Max |F| = 0.0276 hartree/bohr
Spin multiplicity = 2
Charge = +1
<S²> = 1.245
Orbital gap (spin up / spin down) = 4.79 / 4.99 eV

Structure (XYZ):
```
104
Properties=species:S:1:pos:R:3:forces:R:3:mulliken_charge:R:1
V -1.095637 -0.030759 0.056609 -1.043 0.667 -0.694 -0.6422
C -1.500546 -4.923285 -4.114448 0.028 0.063 -0.053 -0.7877
C -0.889438 -4.027507 -5.009484 -0.055 -0.051 0.060 -0.7553
C -0.746684 -2.688145 -4.700350 -0.041 -0.024 0.015 -0.2473
C -1.216983 -2.270958 -3.460198 0.107 -0.031 -0.095 0.4531
C -1.199686 -0.980597 -2.809248 -0.043 0.255 -0.151 -0.3801
N -1.698179 -1.098822 -1.532030 0.283 -0.130 0.295 0.1571
C -2.183558 -2.389787 -1.402946 -0.263 0.135 0.051 0.0837
N -3.010583 -2.807267 -0.480656 0.186 -0.019 -0.277 -0.3446
C -3.347072 -2.022962 0.521483 0.226 -0.048 0.193 -0.5233
C -4.424495 -2.309283 1.429592 -0.078 -0.106 -0.118 0.2870
C -5.392574 -3.312457 1.435934 0.031 0.001 0.043 -0.3794
C -6.320023 -3.282670 2.456316 0.014 0.031 0.034 -0.6418
C -6.290383 -2.283522 3.448260 0.021 -0.027 -0.037 -0.6939
C -5.331249 -1.292582 3.441288 0.019 -0.052 0.012 -0.2820
C -4.395111 -1.324145 2.408946 -0.036 0.135 0.066 0.3109
C -3.296483 -0.453549 2.086614 0.087 -0.316 0.045 -0.4983
N -2.899588 0.522017 2.880294 0.222 0.364 -0.008 -0.4967
C -2.023725 1.402712 2.482303 -0.140 -0.183 0.063 0.1552
N -1.503777 1.516997 1.204957 0.130 0.047 -0.083 -0.1544
C -0.799074 2.708504 1.157042 -0.137 0.000 -0.197 -0.0626
N -0.369841 3.295473 0.075918 0.015 0.033 0.422 -0.4668
C -0.530511 2.725557 -1.102830 -0.024 -0.176 -0.196 -0.5203
N -0.861551 1.418106 -1.357389 -0.023 0.135 0.092 1.5726
C -0.822059 1.265115 -2.732760 0.143 0.124 0.052 -0.9601
N -0.879660 0.142366 -3.407024 0.014 -0.463 0.057 -0.1916
C -0.555399 2.534944 -3.362491 -0.029 -0.092 -0.098 0.6188
C -0.481414 2.910146 -4.699579 0.048 0.033 0.007 -0.0065
C -0.204689 4.237655 -4.963403 0.009 -0.010 0.053 -0.8058
C 0.003618 5.162913 -3.926213 -0.019 -0.016 -0.010 -0.8053
C -0.063496 4.783558 -2.599690 0.025 -0.022 -0.014 -0.1819
C -0.350814 3.447382 -2.339146 -0.030 0.147 0.100 0.3939
C -0.766491 3.301989 2.479274 0.095 0.202 -0.001 0.6527
C -0.183361 4.471471 2.948669 -0.001 -0.060 -0.026 -0.7119
C -0.394346 4.789342 4.277648 -0.044 -0.043 0.073 -0.6507
C -1.177288 3.973628 5.109450 0.056 0.049 -0.060 -0.6597
C -1.766716 2.816928 4.633155 0.029 -0.008 -0.031 -0.4799
C -1.537188 2.494603 3.301504 -0.105 -0.001 0.151 0.6443
N -2.691196 -0.874206 0.919650 -0.217 0.185 -0.092 0.6229
C -1.819099 -3.155970 -2.575395 0.014 -0.202 0.017 0.1547
C -1.982987 -4.500402 -2.889686 -0.015 0.038 -0.042 -0.2444
H -1.599642 -5.962299 -4.397067 0.003 -0.018 -0.016 0.4296
H -0.532140 -4.397800 -5.960731 0.005 -0.016 -0.007 0.4525
H -0.287434 -1.990421 -5.386925 0.002 0.018 -0.004 0.6180
H -5.411833 -4.075259 0.670893 0.005 -0.011 -0.021 0.5614
H -7.090768 -4.040168 2.498906 -0.009 -0.003 0.006 0.4315
H -7.038531 -2.297500 4.228929 -0.009 -0.006 0.005 0.4243
H -5.301664 -0.522094 4.198332 0.002 0.016 0.010 0.5606
H -0.636933 2.191907 -5.491588 -0.013 -0.027 -0.019 0.5810
H -0.146387 4.576697 -5.988601 0.005 0.015 -0.022 0.4537
H 0.212844 6.193996 -4.176697 0.014 0.014 -0.010 0.4409
H 0.097934 5.487061 -1.795336 -0.015 0.021 0.020 0.5760
H 0.416009 5.095984 2.302037 -0.009 0.022 -0.025 0.5470
H 0.046842 5.687438 4.687294 0.009 0.009 0.018 0.4303
H -1.323226 4.261048 6.141313 0.003 0.012 0.021 0.4308
H -2.378319 2.187713 5.263965 -0.017 -0.013 0.005 0.5557
H -2.469908 -5.180459 -2.204022 -0.006 -0.002 0.018 0.6229
Cl -0.547769 -4.341015 1.522420 -0.042 -0.040 0.043 -0.0965
C 0.610761 -4.717621 0.241470 -0.016 -0.086 -0.047 -0.8188
Cl 1.136834 -3.259656 -0.604424 0.036 0.020 -0.095 0.0759
H 1.483205 -5.183227 0.687093 -0.047 -0.033 -0.001 0.4264
H 0.129730 -5.369263 -0.480267 0.018 -0.004 0.060 0.5007
O 1.352685 0.789739 2.255735 0.000 0.029 -0.001 -0.5805
C 1.058739 -0.338986 2.027219 -0.093 0.108 -0.356 0.0705
O 0.081388 -0.666676 1.119153 0.817 -0.421 0.612 1.3003
C 1.633346 -1.558958 2.654991 -0.123 -0.127 0.147 0.3785
C 2.761069 -2.162328 2.121345 -0.040 0.102 0.042 -0.3469
C 3.203950 -3.329571 2.708298 0.024 -0.145 -0.008 0.0764
C 2.582152 -3.921391 3.790946 -0.056 0.055 -0.046 -0.7399
C 1.476576 -3.269038 4.298150 -0.003 -0.006 0.016 -0.4198
C 0.980316 -2.100941 3.753682 0.141 -0.031 -0.029 -0.4575
N 0.766045 -3.866131 5.451188 0.102 0.084 -0.157 1.0858
O 1.152952 -4.941490 5.838872 0.082 -0.197 0.086 -0.6109
O -0.155219 -3.233877 5.914977 -0.179 0.103 0.075 -0.6121
N 4.391752 -3.994148 2.131754 -0.016 0.170 0.226 1.0705
O 4.560021 -5.158748 2.407414 0.010 -0.212 -0.022 -0.6183
O 5.117925 -3.315085 1.440360 0.042 0.004 -0.128 -0.5515
H 3.277405 -1.756385 1.261686 -0.007 -0.013 0.014 0.6094
H 2.939760 -4.846865 4.217347 -0.005 0.014 -0.004 0.6458
H 0.100439 -1.642564 4.183958 -0.008 -0.009 -0.014 0.6647
O 1.500577 -0.113777 -1.085810 -0.202 -0.103 0.032 -0.8863
S 2.062067 -0.641920 -2.382129 0.002 0.115 0.018 0.0865
C 2.507440 0.799919 -3.337773 -0.048 0.031 0.034 0.7235
C 2.690594 2.012834 -2.693831 0.030 0.001 -0.058 -0.0490
C 3.027627 3.124523 -3.451093 0.024 -0.005 0.008 -0.8278
C 3.171721 3.013503 -4.827632 -0.016 -0.021 0.020 -0.6441
C 2.975652 1.792472 -5.457892 -0.001 -0.010 -0.016 -0.8922
C 2.630278 0.675785 -4.711754 0.052 0.004 -0.010 -0.4179
C 3.699135 -1.220872 -1.993629 0.017 -0.062 -0.025 0.8277
C 4.246332 -2.209117 -2.795354 0.042 0.025 0.076 -0.3336
C 5.524057 -2.669668 -2.509545 0.017 -0.001 0.024 -0.7560
C 6.220092 -2.155421 -1.425270 -0.022 0.007 -0.036 -0.5112
C 5.650004 -1.174061 -0.623775 -0.014 0.050 -0.029 -0.6405
C 4.379947 -0.697845 -0.905448 0.086 0.008 -0.039 -0.5757
H 2.559907 2.080903 -1.621432 -0.010 -0.013 0.034 0.2946
H 3.178859 4.078742 -2.964978 -0.013 0.023 0.004 0.4530
H 3.426791 3.885240 -5.414066 0.028 0.027 -0.013 0.4489
H 3.083955 1.710763 -6.530894 -0.004 0.002 -0.015 0.4530
H 2.468882 -0.280901 -5.193501 -0.031 -0.017 -0.005 0.3903
H 3.680911 -2.619525 -3.622208 -0.022 -0.016 -0.033 0.4707
H 5.969383 -3.439733 -3.124024 0.005 -0.019 -0.007 0.4453
H 7.206922 -2.529735 -1.193105 0.030 -0.011 0.003 0.4510
H 6.195133 -0.785236 0.225352 0.005 -0.007 0.011 0.4346
H 3.916864 0.067182 -0.295319 -0.028 0.032 0.010 0.3538
```
Forces are in eV/Å.